No. 1
C18H16BrN2O6 | ωB97M-V/def2-TZVPD

```
43
Properties=species:S:1:pos:R:3
C 4.95295 -2.08652 0.09261
C 3.87612 -1.94881 -0.95239
O 2.84914 -1.09557 -0.36592
C 1.94630 -0.55960 -1.23467
C 0.99096 0.31714 -0.53210
C 0.38290 1.37987 -1.27301
C -0.00690 1.12727 -2.61166
C -0.74029 2.04705 -3.36316
C -1.04358 3.29838 -2.79795
Br -2.07493 4.52976 -3.80557
C -0.61586 3.60906 -1.48703
C 0.11000 2.67854 -0.75281
O 1.95200 -0.81700 -2.44807
H 5.42634 -3.06754 0.01700
H 5.72866 -1.32656 -0.08959
H 4.53604 -1.94574 1.09311
H 4.25579 -1.48366 -1.87453
H 3.42488 -2.91870 -1.20195
H 1.16839 0.47378 0.53478
H 0.32283 0.20596 -3.07090
H -1.05997 1.79387 -4.37291
H -0.85781 4.58329 -1.07966
H 0.52272 2.95692 0.20631
O -4.26186 1.75837 4.41735
N -4.56221 1.33642 3.27605
O -5.66994 1.57357 2.74961
C -3.59248 0.59824 2.54970
C -3.82940 0.17956 1.22394
C -2.81217 -0.41442 0.50498
C -1.52104 -0.59843 1.06449
C -0.41807 -1.16734 0.29464
C 0.56324 -1.93358 0.95106
N 1.11177 -3.00106 0.26713
O 2.13532 -3.60793 0.66926
O 0.53355 -3.31039 -0.81429
C -1.34154 -0.25615 2.43669
C -2.34361 0.37034 3.15878
H -4.82448 0.31893 0.81107
H -2.99023 -0.77217 -0.49993
H -0.61240 -1.32443 -0.76088
H 0.95817 -1.69313 1.93572
H -0.38403 -0.48496 2.93255
H -2.18527 0.67738 4.20218
```

Output
**Frontier orbital gap**: 4.86 eV
**E_HOMO**: -3.81 eV
**E**: -3830.310780 hartree
**2S+1**: 1
**Charge**: -1
**Energy above the lowest of the compared OMol25 structures with the same formula, charge and spin**: 72.7 kcal per mole



No. 2
C6H11N | ωB97M-V/def2-TZVPD

```
18
Properties=species:S:1:pos:R:3
C -1.19099 0.14576 2.24923
C 0.04063 0.75575 1.36781
C 0.29567 -0.11377 0.11726
C 0.55831 0.27255 -1.18669
C 1.01693 -0.50129 -2.32479
C 2.24860 -0.24407 -2.78371
N -2.33227 -0.24728 1.42794
H -1.64222 0.89287 2.94887
H -0.86026 -0.75050 2.78182
H 0.87484 0.86084 2.13771
H -0.42199 1.64727 0.99254
H 0.22807 -1.16016 0.45042
H 0.27853 1.31368 -1.38721
H 0.53704 -1.39735 -2.56946
H 2.86756 0.49414 -2.42530
H 2.54259 -1.13135 -3.50315
H -2.70320 0.33479 0.62797
H -2.33784 -1.17188 1.07873
```

Output
**Frontier orbital gap**: 9.89 eV
**E_HOMO**: -8.77 eV
**E**: -289.862926 hartree
**2S+1**: 1
**Energy above the lowest of the compared OMol25 structures with the same formula, charge and spin**: 68.2 kcal per mole
**SMILES**: C=C/C=C/CCN



No. 3
H16HeO8 | ωB97M-V/def2-TZVPD

```
25
Properties=species:S:1:pos:R:3
He 9.79720 -2.02017 -0.46698
O 10.00323 -4.30773 -2.48185
H 9.85682 -5.23285 -2.28448
H 10.77090 -4.06998 -1.96185
O 12.43942 -0.94314 -0.17939
H 12.48194 -0.40440 -0.96944
H 11.74009 -0.54936 0.34225
O 8.27938 -2.00115 2.70943
H 8.12047 -1.05824 2.75290
H 7.81537 -2.35790 3.46683
O 12.45523 -3.55543 -1.13443
H 12.40357 -2.72564 -0.66008
H 12.59517 -4.21304 -0.45310
O 6.71314 -0.01653 -2.46381
H 6.37817 0.22497 -3.32735
H 6.93114 -0.94528 -2.54208
O 7.36158 -2.80271 -2.48777
H 8.16620 -3.31392 -2.57433
H 7.08337 -2.94445 -1.58293
O 6.70467 -2.52731 0.30616
H 6.16694 -1.74476 0.18486
H 7.37240 -2.26387 0.93938
O 11.48264 1.00505 -2.06740
H 11.10028 1.24362 -1.22294
H 12.12805 1.69033 -2.24080
```

Output
**Frontier orbital gap**: 10.62 eV
**E_HOMO**: -10.50 eV
**E**: -614.420236 hartree
**2S+1**: 1
**Energy above the lowest of the compared OMol25 structures with the same formula, charge and spin**: 1.7 kcal per mole



No. 4
CH5ISSi | ωB97M-V/def2-TZVPD

```
9
Properties=species:S:1:pos:R:3
C 0.24274 -0.80116 -0.48658
Si 0.91010 0.69832 0.43668
S -1.74648 -1.30418 0.41504
I -3.08982 0.56244 -0.09455
H -0.02708 -0.78545 -1.50548
H 0.65325 -1.87434 -0.39331
H -0.20919 1.62109 0.16441
H 1.99561 1.18700 -0.35626
H 1.27087 0.69627 1.82005
```

Output
**Frontier orbital gap**: 8.21 eV
**E_HOMO**: -8.62 eV
**E**: -1026.406242 hartree
**2S+1**: 1
**Energy above the lowest of the compared OMol25 structures with the same formula, charge and spin**: 14.4 kcal per mole
**SMILES**: [SiH3]CSI



No. 5
C16H14BrFV | ωB97M-V/def2-TZVPD

```
33
Properties=species:S:1:pos:R:3
C 1.77582 -0.43916 0.99098
C 1.76669 -0.12070 2.39789
C 1.10640 -1.20427 3.09931
H 2.19273 0.76764 2.83320
C 0.73171 -2.18578 2.09098
C 1.14496 -1.68989 0.81478
H 1.08335 -2.15607 -0.15028
H 2.22052 0.13977 0.19580
H 1.06153 -1.34990 4.15444
H 0.31722 -3.14906 2.34461
V -0.11187 -0.34661 1.76253
Br -0.78829 2.10994 1.51216
C -1.31196 1.06022 -2.88301
C -0.58306 -0.14093 -3.11872
C 0.79714 0.14993 -2.95215
H -1.03522 -1.13182 -3.24917
C 0.93414 1.53216 -2.65503
C -0.37643 2.09077 -2.59522
H -0.62036 3.10920 -2.27531
H -2.39867 1.15545 -2.86066
H 1.58640 -0.58911 -2.84698
H 1.84786 2.03301 -2.33436
F -5.83755 -2.66929 0.54888
C -4.60764 -2.06521 0.40938
C -4.50247 -0.69711 0.60020
C -3.21947 -0.12683 0.64946
C -2.09495 -0.92497 0.67054
C -2.21158 -2.25246 0.27581
C -3.48163 -2.85204 0.20173
H -5.38791 -0.08566 0.72631
H -3.13640 0.95324 0.68526
H -1.31958 -2.81502 0.03013
H -3.60198 -3.91721 0.03209
```

Output
**Frontier orbital gap (alpha / beta)**: 4.73 / 4.69 eV
**E_HOMO (alpha / beta)**: 0.15 / 0.15 eV
**E**: -4235.883307 hartree
**2S+1**: 4
**Charge**: -2
**⟨S²⟩**: 3.764



No. 6
C3H5Cl | ωB97M-V/def2-TZVPD

```
9
Properties=species:S:1:pos:R:3
C -0.90530 1.57767 -0.16799
C -1.13881 0.34006 0.10972
C 0.27782 -1.25416 -0.02123
Cl -2.62627 -0.42066 0.05178
H -1.56741 2.37907 -0.40854
H 0.18428 1.84318 -0.32911
H 1.10983 -1.00349 -0.67770
H 0.62831 -1.54594 0.93979
H -0.36124 -1.91544 -0.42634
```

Output
**Frontier orbital gap**: 10.49 eV
**E_HOMO**: -9.67 eV
**E**: -577.377197 hartree
**2S+1**: 1
**Energy above the lowest of the compared OMol25 structures with the same formula, charge and spin**: 60.2 kcal per mole



No. 7
C3H5NO2S | ωB97M-V/def2-TZVPD

```
12
Properties=species:S:1:pos:R:3
C -1.31690 -0.42880 -0.03572
C 1.07743 -0.49359 -1.08848
C 0.14361 1.14094 1.31746
H -0.93643 -1.30525 0.33701
H -2.45865 -0.63875 -0.14362
H 1.01501 -1.26873 -0.24975
H 1.64401 -1.07915 -1.91569
H 0.00569 1.55355 2.46622
N 1.21372 1.28721 0.68247
O 1.47057 0.82033 -0.80368
O -1.15242 0.45172 1.06127
S -0.70564 -0.03948 -1.62748
```

Output
**Frontier orbital gap**: 9.72 eV
**E_HOMO**: -9.09 eV
**E**: -720.559273 hartree
**2S+1**: 1
**Energy above the lowest of the compared OMol25 structures with the same formula, charge and spin**: 117.5 kcal per mole
**SMILES**: C1=NOCSCO1



No. 8
C5H4BrF6N | ωB97M-V/def2-TZVPD

```
17
Properties=species:S:1:pos:R:3
C 0.92241 1.19942 -1.08587
C 0.29128 0.39376 -0.44119
C -0.45452 -0.79096 0.03550
C 3.71132 -1.08926 1.21516
C 4.64956 -0.26670 -0.91150
N 3.78622 -0.14473 0.19053
F 2.53792 -1.10745 1.84503
F 4.72657 -0.89935 2.12801
F 3.86671 -2.32771 0.71563
F 4.02957 -0.75517 -1.97828
F 5.79366 -0.99868 -0.66171
F 5.13492 0.94643 -1.23417
Br 3.46714 1.66648 0.74739
H 1.60423 1.80913 -1.47761
H -0.27790 -1.72635 -0.48141
H -0.27088 -0.75949 1.12079
H -1.63013 -0.73049 -0.08855
```

Output
**Frontier orbital gap**: 8.87 eV
**E_HOMO**: -9.95 eV
**E**: -3420.787099 hartree
**2S+1**: 1
**Energy above the lowest of the compared OMol25 structures with the same formula, charge and spin**: 49.1 kcal per mole
**SMILES**: FC(F)(F)N(Br)C(F)(F)F.C#CC